DFT (ωB97M-V/def2-TZVPD) results for a structure of composition C13H7BF7IMoNO2S.

Structure (XYZ):
```
34
Properties=species:S:1:pos:R:3:forces:R:3
Mo 0.06584 0.11771 -0.10047 0.88 -0.42 -0.18
F -1.29101 3.07193 -1.98863 -0.04 -0.05 0.02
C -0.15281 3.73654 -2.22566 -0.02 0.01 0.01
F -0.27649 4.96627 -1.72178 0.02 0.07 0.05
F -0.00480 3.84871 -3.54646 0.04 -0.01 -0.09
C 1.01721 3.01541 -1.60772 -0.15 -0.01 -0.02
C 2.31057 3.51408 -1.66442 0.01 -0.07 0.05
C 3.36502 2.81394 -1.07307 -0.03 0.00 -0.01
C 3.11954 1.61610 -0.43153 0.13 -0.06 0.02
N 1.86194 1.16707 -0.41324 -0.28 0.22 0.01
C 0.85828 1.81791 -0.94536 0.20 -0.21 -0.05
S -0.93290 1.02839 1.41720 -0.35 0.31 0.33
H 2.50394 4.45543 -2.16372 -0.02 0.00 -0.01
H 4.37032 3.20628 -1.11658 0.01 -0.01 0.01
H 3.88150 1.01901 0.04938 0.01 0.02 -0.02
I -2.82748 -6.36930 -5.15386 0.05 0.12 0.08
C -2.14952 -4.73804 -4.05300 -0.03 -0.07 -0.06
C -2.87322 -4.31290 -2.94148 -0.03 -0.04 0.00
C -2.42254 -3.23553 -2.20731 0.03 -0.01 0.02
C -1.25215 -2.57767 -2.59567 0.02 0.08 0.02
C -0.53242 -3.00418 -3.71569 0.00 0.04 0.00
C -0.97845 -4.08842 -4.44068 -0.01 -0.03 -0.03
C -0.77969 -1.44309 -1.84060 -0.04 -0.21 -0.40
O 0.22097 -0.73321 -2.13361 -0.05 0.14 0.07
O -1.37996 -1.07652 -0.72906 -0.24 0.03 0.17
H -3.78037 -4.82542 -2.65537 0.00 0.00 0.01
H -2.96876 -2.89834 -1.33734 -0.01 0.00 0.00
H 0.36980 -2.48180 -4.00349 0.00 0.00 -0.01
H -0.42712 -4.43250 -5.30397 0.00 0.01 0.00
F -0.59225 -1.99113 2.86099 -0.03 -0.03 -0.01
B 0.38117 -1.81291 3.73719 -0.11 0.05 0.00
F 1.14037 -1.14973 0.70251 -0.07 0.14 -0.01
F 0.63427 -2.72264 4.64095 0.06 -0.06 0.01
F 1.06803 -0.68727 3.69642 0.05 0.04 0.00
```
Positions in Å, forces in eV/Å.

Values from the calculation:
Max |F|, eV/A: 1.0
Molecular weight, g/mol: 607.913
HOMO energy, eV: -11.72
Spin multiplicity: 1
E, eV: -59670.3218
Net charge: +1

Atom charges from the natural (NBO) analysis, given in e for atoms 1 to 5: number 1, Mo, carries 1.36; number 2, F, carries -0.31; number 3, C, carries 0.98; number 4, F, carries -0.30; number 5, F, carries -0.30